Density functional theory data (ωB97M-V/def2-TZVPD) for C21H43N2OsP3S2 as an isolated structure at a distorted geometry.

* electronic energy: -77414.946 eV
* net charge: +4
* highest occupied orbital energy (alpha / beta): -18.94 / -20.27 eV
* maximum force: 11.40 eV/Å
* E_LUMO (alpha / beta): -13.04 / -15.06 eV
* Kohn-Sham gap (alpha / beta): 5.90 / 5.21 eV
* multiplicity: 5

Geometry as XYZ:
```
72
Properties=species:S:1:pos:R:3:forces:R:3
H 2.03628 -1.15687 3.22633 0.262 -0.050 0.149
H 4.32000 1.70343 1.59785 -0.165 -0.063 0.260
H 2.47041 3.91310 -0.67629 0.116 -0.013 -0.021
C 0.18341 -3.74847 2.97037 1.264 2.275 -0.177
H 0.61524 0.18157 3.50354 -0.313 0.341 0.119
H -1.48386 4.42884 0.62952 0.154 0.001 -0.134
H -0.55953 -1.00140 -1.51047 0.356 1.631 -1.510
C -0.27055 0.82180 3.52053 0.655 -0.040 -0.407
C -2.18546 2.35465 2.19622 0.434 0.473 -0.580
H -0.18496 4.18515 -2.83839 0.049 -0.182 -0.091
H 1.43240 0.86122 -3.18106 0.063 -0.915 -0.367
H -3.17733 -0.05714 1.81895 0.433 -0.099 -0.036
H -2.51891 2.49340 -2.44546 -0.004 0.054 0.149
H -1.02036 0.34456 4.16564 0.025 0.211 -0.255
P -0.61517 2.76290 -0.95440 -1.175 1.874 -1.548
C -0.41296 -3.77013 0.51570 -0.304 -0.478 -0.493
H -2.78360 2.61460 1.31698 0.057 -0.116 0.190
H 3.50107 0.16979 1.25518 0.106 0.246 0.014
C -2.26028 -4.62434 -2.75603 -1.634 1.758 -0.572
H -1.21711 -4.45700 0.82284 0.323 0.355 -0.100
C -2.13955 -0.40834 1.69884 0.071 -0.380 -0.463
C -0.75137 4.41459 -0.18154 0.200 -0.098 0.350
C 0.26467 -3.60344 -3.34638 1.686 -2.967 1.764
H 3.97980 3.25971 0.04417 -0.070 0.059 -0.085
H 1.78504 2.97560 3.18609 0.079 0.052 -0.297
H 3.17351 1.01091 2.78799 0.038 0.150 -0.151
H 0.00034 1.79755 3.93761 -0.135 -0.184 -0.105
H -0.36632 -4.61588 3.20067 -0.454 -0.849 0.187
H -3.00210 -2.72424 -3.48675 -0.004 -0.102 -0.104
H -0.81970 -2.97794 -0.12006 -0.051 -0.154 0.157
H 0.21416 4.74846 0.20635 -0.112 0.055 -0.112
C 3.00672 3.00936 -0.38298 -0.609 -0.382 -0.021
H -3.04423 2.97752 -0.82169 0.081 -0.064 -0.145
H -1.66759 3.25659 2.54095 -0.080 -0.149 -0.028
H -2.56552 1.29128 -1.14278 -0.106 0.167 -0.004
C 1.75660 3.40060 2.17543 -0.474 0.173 0.105
C 1.08390 -0.13152 -2.83030 0.541 2.131 4.265
C -0.82241 -2.79480 -3.59912 0.125 0.637 -0.737
H 1.14655 -2.96305 4.81010 0.223 -0.085 0.498
H 1.26351 -3.22560 -3.53702 0.016 -0.241 -0.124
H -3.26875 -5.03619 -2.54508 0.683 0.586 -0.263
N 1.39729 -1.88435 2.95945 -0.810 -1.144 -0.721
H 1.23834 3.18395 -2.48855 -0.172 0.066 -0.084
H -1.03045 0.62487 -2.51069 1.600 -1.602 0.905
C -2.11801 -3.32447 -3.30547 -0.578 -0.627 0.249
H 3.13548 2.35594 -1.24594 0.219 0.115 -0.114
N 0.19736 -3.18327 1.69490 0.482 0.436 0.469
P 2.06249 2.10784 0.91243 2.585 1.948 1.355
H 0.32922 -4.32691 -0.07251 -0.130 0.140 0.314
C 0.14626 3.18039 -2.55593 0.149 0.077 -0.017
H 1.84146 -0.80922 -2.38620 -0.297 0.242 -0.813
Os 0.39185 0.91339 -0.06780 -0.476 -1.726 -0.047
P -0.97378 1.00690 1.82213 -1.766 -0.247 1.847
C 0.93503 -2.04693 1.68459 -0.313 -1.453 2.460
C -0.18825 -0.01192 -2.00115 -1.485 -0.235 0.214
S -0.44617 -1.30488 -4.47729 -10.309 -3.645 -3.219
H -0.16608 2.47303 -3.32675 0.047 0.139 0.040
C 0.12622 -4.92262 -2.79419 -0.964 2.633 -0.941
H -2.87861 2.03974 2.99360 0.436 -0.206 -0.229
H 0.62920 -0.95418 -4.17574 7.262 0.975 1.848
S 1.41415 -1.14879 0.33758 0.339 0.232 -1.275
H -1.06847 5.13263 -0.94786 -0.014 -0.245 0.082
H 1.00043 -5.49911 -2.63219 0.627 -0.535 0.076
C -1.16952 -5.41491 -2.49385 2.038 -1.226 -0.115
H -1.25055 -6.46502 -2.11450 -0.159 1.127 -0.304
H -1.92768 -1.16849 2.46528 0.000 0.273 -0.206
H 2.54478 4.16098 2.08650 -0.072 -0.244 0.025
C 0.94293 -2.92004 3.76689 -0.560 -0.155 -1.305
H -2.03712 -0.87278 0.71093 -0.202 -0.050 0.164
H 0.79608 3.90694 2.04413 0.161 -0.083 0.018
C 3.38039 1.15236 1.72097 0.187 -0.571 -0.027
C -2.35031 2.33808 -1.37475 -0.177 -0.028 0.075
```
Forces are in eV/Å.